Molecular formula: C5H12O
Method: DFT, the ωB97M-V functional and the def2-TZVPD basis

Values from the calculation:
**ΔE to the lowest compared entry with this formula, charge and spin**: 73.5 kcal per mole
**HOMO-LUMO gap**: 9.66 eV
**E**: -7424.123 eV
**Structure (SMILES)**: C=CO.CCC
**2S+1**: 1
**HOMO**: -9.01 eV

Positions of all 18 atoms, in Å:
C: 1.922126 -1.337638 -1.272720
C: 2.395172 -0.129717 -2.005642
C: 1.352400 0.470297 -3.141461
H: 0.816817 -1.604332 -1.356846
H: 2.252677 -1.096308 -0.107379
H: 2.387635 -2.292280 -1.485266
H: 3.260067 -0.398863 -2.609453
H: 2.780915 0.657719 -1.229713
H: 1.957800 1.200384 -3.571561
H: 0.890435 -0.262817 -3.891385
H: 0.480466 0.905259 -2.603913
C: -3.518667 0.561332 4.137932
C: -3.102088 0.542687 2.886066
O: -1.949054 -0.208548 2.678966
H: -4.544537 0.982764 4.339501
H: -2.798518 0.439501 4.919605
H: -3.291471 1.378093 2.179446
H: -1.292175 0.192467 2.133821

Atomic forces in eV per Å
C -0.728 -0.452 3.923
C -0.392 1.422 -1.620
C -0.645 -1.998 2.672
H 1.216 0.903 0.394
H -1.412 -1.165 -2.644
H 0.523 0.047 -0.395
H 0.306 0.052 0.139
H -1.102 -0.995 -1.843
H 0.377 1.442 -1.312
H 1.246 0.736 1.119
H 0.606 0.012 -0.428
C -2.364 1.399 0.107
C 2.264 0.946 -0.120
O -0.878 -0.295 0.527
H 1.475 -0.186 0.021
H -0.160 -1.155 0.501
H -0.749 -1.397 -0.227
H 0.416 0.686 -0.814